Record 1
Entry from OMol25: 2 unconnected molecules or ions with the total composition C25H33N4O3 at a distorted geometry (wB97M-V/def2-TZVPD).

Element x y z (Å)
C -0.0703 0.3173 2.3342
C 2.4024 -0.6252 -1.0885
H -0.8405 1.0923 2.2963
C -4.1105 0.8283 0.8621
H 1.7589 -1.7113 2.8908
N 0.6991 -2.4186 7.2651
H -0.3633 -0.2344 -3.1204
H 1.0959 -2.2496 -1.6575
H 1.3904 2.1428 -2.3132
O -0.0136 -2.1022 8.2463
H 3.7120 -2.4119 -2.8959
C 0.5724 0.7064 -0.0451
H -0.1540 1.5025 -0.2243
C 0.6826 0.0708 1.1899
H 3.1962 -0.1857 0.9119
C 0.5125 -1.7303 6.0380
H 4.8923 -1.1802 -2.3870
H -5.1985 -1.3880 2.0801
C -4.1160 0.8261 3.2826
C -4.0976 -1.2680 2.0746
C -0.1963 0.8490 -3.0229
H -3.6901 -1.7473 2.9731
H -0.9493 1.2429 -2.3234
C -0.5853 0.7411 -5.5158
C -0.6495 1.3442 -6.7731
H -1.0458 -0.4753 6.8185
H 1.3226 -2.1301 0.0949
H 4.3289 -1.0193 -0.1781
C 1.8302 -2.0356 -0.8664
C -0.4728 2.7296 -6.8878
C 2.2910 0.4160 -3.2364
O 1.5705 -3.3184 7.3214
H -5.2179 0.8825 3.3767
C 1.1213 -1.4111 3.7259
C -0.1675 2.8933 -4.4905
N -3.7141 0.1322 2.0730
H -0.5257 3.2048 -7.8676
C 3.5391 -0.2608 -0.1207
C -0.2298 3.5048 -5.7465
C -0.6370 -0.0477 4.7383
H -1.3782 0.7529 4.6734
H 3.9434 0.7183 -0.4146
C 0.1383 -0.3730 3.5768
H -5.2120 0.8827 0.7637
H -3.6983 -1.7568 1.1776
H -3.7102 1.8491 0.8918
C 3.9721 -1.3475 -2.9612
H 2.0410 -2.8626 5.0309
H -0.8337 0.7275 -7.6554
C -0.3330 1.5118 -4.3774
C -0.4593 -0.7116 5.9360
H -0.6989 -0.3383 -5.3978
H -3.7076 0.2933 -0.0069
H 2.6429 -2.7711 -0.9099
N 1.3471 0.3983 -1.1025
H 0.0254 3.4750 -3.5863
H 1.4432 -0.7001 1.2717
C 1.3007 -2.0746 4.9249
H -0.0883 4.5844 -5.8229
C 1.1836 1.0589 -2.4020
H -3.7147 0.2901 4.1515
H -3.7143 1.8470 3.2631
N 2.8950 -0.5271 -2.4562
H 4.1400 -1.0769 -4.0052
O 2.6029 0.6742 -4.3958

The calculation puts the highest occupied orbital energy at -0.4081 Eh. Its energy above the lowest of the compared OMol25 structures with the same formula, charge and spin is 0.366 eV. The value obtained for the total energy is -1416.8242 Eh. As for the net charge: +1. The value obtained for the strongest force on any atom is 4.217 eV/Å. The spin multiplicity is 1. The value obtained for the LUMO energy is -5.444 eV.



Record 2
Entry from OMol25: C25H33N5O in the gas phase at a distorted geometry (wB97M-V/def2-TZVPD).

Element x y z (Å)
C 3.3559 -1.3685 -2.9969
H -3.6993 1.1789 -3.5530
C -2.8448 0.9873 -2.8313
N -1.5116 -0.3094 0.0887
H 0.9823 -0.4608 4.4777
H -2.0536 2.7906 -3.7826
C -0.9773 3.5790 1.5581
C -2.5250 -2.1030 3.5187
C -1.0960 -2.2316 -4.0801
H -0.3596 -2.7865 -4.7103
H 0.2319 -4.3350 3.6004
H 2.4543 -1.7159 -3.5585
C 2.7607 2.1602 -0.3852
N -2.3604 -0.3902 -3.1257
H -2.6028 -4.3475 3.1136
C -2.0632 -2.7385 -3.0285
H 1.0390 -0.8173 -1.2867
H 1.1190 2.7792 1.8068
C -1.4323 2.9304 -1.6500
H 0.3954 3.7846 -0.7595
C 1.6981 1.0257 -0.0982
H 3.0134 -1.0477 3.1342
H 1.5992 -2.0416 5.0578
H -2.1566 -3.8087 -2.7269
H 3.2716 -0.0150 1.0306
H -3.5785 -1.6058 -1.7079
C 2.0814 -1.6452 2.9115
C 1.6592 0.1103 -1.3793
H -0.9208 0.0168 -4.6395
C 1.4145 -1.0333 1.5799
O 3.1770 -2.0593 -1.5883
H -0.9701 3.2641 3.4249
C 0.2528 1.7358 0.0538
H -3.5547 -1.7082 3.3862
H 1.4336 -1.8141 0.7635
H -2.2222 2.7923 -0.8562
H 2.3707 -2.7175 2.7440
C 0.0567 2.7692 -1.1337
C -1.7066 2.0742 -2.9747
H 0.6932 2.5647 -2.0407
C -1.3321 -1.2975 3.8504
C -0.5018 -3.5017 3.6276
H 4.3198 -1.9426 -3.1077
C -1.3918 -0.8032 -4.0470
C 1.1012 -1.5435 4.1673
N 3.3749 3.0818 -0.6990
H -1.5339 4.0145 -1.9743
N -0.2213 -2.1559 3.8941
N -1.4241 3.8842 2.7300
C -2.8010 -1.5919 -2.5096
C -1.9582 -3.4812 3.3931
H -3.3015 0.9783 -1.8074
C 2.1921 0.2936 1.2108
H -0.1999 1.6284 2.2064
H 2.2318 0.9477 2.1287
H 1.5708 0.6506 -2.3540
H 0.3736 -0.7373 1.8817
C -0.8658 0.6293 -0.0727
C 3.1717 -0.5900 -1.5689
H 4.0921 -0.0203 -1.1492
H -0.7273 1.6618 -3.3445
H -1.3662 4.2014 0.7158
C 0.0929 2.4359 1.4662
H -1.3202 -0.1855 4.0054

The calculation puts the highest occupied orbital energy at -0.2895 Eh. Its energy above the lowest of the compared OMol25 structures with the same formula, charge and spin is 4.809 eV. The value obtained for the total energy is -1321.1411 Eh. Its structure (SMILES) is [H]/N=C\C[C@@](C#N)(CCCCn1cccc1)[C@@](C#N)(CCCCn1cccc1)C[C@@H]1CO1. The value obtained for the strongest force on any atom is 4.938 eV/Å. The spin multiplicity is 1. The value obtained for the LUMO energy is 0.478 eV.



Record 3
Entry from OMol25: C25H33N5O6 in the gas phase (wB97M-V/def2-TZVPD).

Element x y z (Å)
H 3.8356 -1.8483 -1.9826
H 4.2190 -0.0023 -3.2839
H -5.8717 1.2718 -2.8489
H -1.9536 -1.5573 -0.8563
C -6.3207 1.6818 -1.9465
H 1.3255 0.7644 -2.6822
O -5.0905 0.0334 -0.6264
H -6.9920 0.4027 1.2023
C 3.3819 2.6702 0.9965
C 0.3488 -2.9886 1.4057
O 1.3016 -0.5268 -0.7206
H 3.0848 5.8049 2.2263
H -2.3154 0.4478 2.5470
C 4.4497 1.6712 0.6286
H 0.0274 3.0471 1.1010
N 3.3621 -3.4643 -0.7246
O -0.0696 -3.8326 2.1881
C -1.4167 -1.3713 1.8566
C 2.3243 -2.6475 -0.3660
C 3.3908 0.1483 -2.5818
H 5.3442 2.1984 0.2779
O 4.0350 0.7429 -0.3731
H -0.8961 0.5555 -0.1645
H 1.9137 -0.0400 -4.1459
H 2.4049 1.6276 -3.7847
O -4.1515 1.9938 0.0498
H -7.9870 1.5240 0.2614
H -0.5696 0.5698 2.2834
H -1.9535 1.7986 0.5465
O 4.0609 2.3696 -1.9192
C 3.8538 1.2322 -1.5957
H 1.8284 -5.1519 1.4831
C -7.2351 -0.5795 -1.3467
H 3.9105 -5.3826 -0.0541
H -3.5348 -1.7514 1.7567
C -1.7566 0.7270 0.4888
H 0.2277 -1.1724 0.4997
C 2.1720 0.6582 -3.3541
C 1.0726 3.2900 1.2163
C 3.7524 3.9153 1.4874
N 3.1420 -1.1139 -1.9252
C -4.0766 0.8101 -0.1978
H 1.7403 1.3970 0.4748
N -2.9206 0.1081 -0.1058
C -2.6503 -1.9570 1.1518
N -0.2004 -1.7905 1.1923
H -7.3201 2.0387 -2.1790
H -8.2511 -0.2563 -1.5520
C 1.4452 4.5276 1.7101
C -1.4974 0.1557 1.8863
H -6.8043 -0.9955 -2.2538
H -6.3641 2.0025 0.7800
C -2.8235 -1.3277 -0.2307
H 0.6910 5.2508 1.9824
C 2.1926 -1.3261 -0.9992
H -5.7165 2.5160 -1.6015
H -1.3770 -1.7718 2.8780
H -2.5354 -3.0376 1.0644
C 2.7876 4.8384 1.8470
C -6.9736 1.1727 0.4336
C 2.0358 2.3596 0.8652
H -3.7210 -1.7060 -0.7175
H -7.2560 -1.3562 -0.5865
H 4.7082 1.0467 1.4896
C -6.3966 0.6057 -0.8636
C 3.2447 -4.5444 -0.0051
C 1.5666 -3.2771 0.6107
H 4.8000 4.1620 1.5837
N 2.1775 -4.4798 0.8143

The calculation puts the highest occupied orbital energy at -0.3286 Eh. Its energy above the lowest of the compared OMol25 structures with the same formula, charge and spin is 0.000 eV. The value obtained for the total energy is -1697.8142 Eh. Its structure (SMILES) is C[C@H](NC(=O)c1nc[nH]c1C(=O)NC1CCN(C(=O)OC(C)(C)C)CC1)C(=O)OCc1ccccc1. The value obtained for the strongest force on any atom is 0.945 eV/Å. The spin multiplicity is 1. The value obtained for the LUMO energy is 0.478 eV.



Repeat the first record exactly.
Entry from OMol25: 2 unconnected molecules or ions with the total composition C25H33N4O3 at a distorted geometry (wB97M-V/def2-TZVPD).

Element x y z (Å)
C -0.0703 0.3173 2.3342
C 2.4024 -0.6252 -1.0885
H -0.8405 1.0923 2.2963
C -4.1105 0.8283 0.8621
H 1.7589 -1.7113 2.8908
N 0.6991 -2.4186 7.2651
H -0.3633 -0.2344 -3.1204
H 1.0959 -2.2496 -1.6575
H 1.3904 2.1428 -2.3132
O -0.0136 -2.1022 8.2463
H 3.7120 -2.4119 -2.8959
C 0.5724 0.7064 -0.0451
H -0.1540 1.5025 -0.2243
C 0.6826 0.0708 1.1899
H 3.1962 -0.1857 0.9119
C 0.5125 -1.7303 6.0380
H 4.8923 -1.1802 -2.3870
H -5.1985 -1.3880 2.0801
C -4.1160 0.8261 3.2826
C -4.0976 -1.2680 2.0746
C -0.1963 0.8490 -3.0229
H -3.6901 -1.7473 2.9731
H -0.9493 1.2429 -2.3234
C -0.5853 0.7411 -5.5158
C -0.6495 1.3442 -6.7731
H -1.0458 -0.4753 6.8185
H 1.3226 -2.1301 0.0949
H 4.3289 -1.0193 -0.1781
C 1.8302 -2.0356 -0.8664
C -0.4728 2.7296 -6.8878
C 2.2910 0.4160 -3.2364
O 1.5705 -3.3184 7.3214
H -5.2179 0.8825 3.3767
C 1.1213 -1.4111 3.7259
C -0.1675 2.8933 -4.4905
N -3.7141 0.1322 2.0730
H -0.5257 3.2048 -7.8676
C 3.5391 -0.2608 -0.1207
C -0.2298 3.5048 -5.7465
C -0.6370 -0.0477 4.7383
H -1.3782 0.7529 4.6734
H 3.9434 0.7183 -0.4146
C 0.1383 -0.3730 3.5768
H -5.2120 0.8827 0.7637
H -3.6983 -1.7568 1.1776
H -3.7102 1.8491 0.8918
C 3.9721 -1.3475 -2.9612
H 2.0410 -2.8626 5.0309
H -0.8337 0.7275 -7.6554
C -0.3330 1.5118 -4.3774
C -0.4593 -0.7116 5.9360
H -0.6989 -0.3383 -5.3978
H -3.7076 0.2933 -0.0069
H 2.6429 -2.7711 -0.9099
N 1.3471 0.3983 -1.1025
H 0.0254 3.4750 -3.5863
H 1.4432 -0.7001 1.2717
C 1.3007 -2.0746 4.9249
H -0.0883 4.5844 -5.8229
C 1.1836 1.0589 -2.4020
H -3.7147 0.2901 4.1515
H -3.7143 1.8470 3.2631
N 2.8950 -0.5271 -2.4562
H 4.1400 -1.0769 -4.0052
O 2.6029 0.6742 -4.3958

The calculation puts the highest occupied orbital energy at -0.4081 Eh. Its energy above the lowest of the compared OMol25 structures with the same formula, charge and spin is 0.366 eV. The value obtained for the total energy is -1416.8242 Eh. As for the net charge: +1. The value obtained for the strongest force on any atom is 4.217 eV/Å. The spin multiplicity is 1. The value obtained for the LUMO energy is -5.444 eV.



- The lowest strongest force on any atom belongs to which entry?
  C25H33N5O6